1.
{
  "formula": "C4H7NaO7",
  "method": "the ωB97M-V functional and the def2-TZVPD basis",
  "symbols": ["Na", "O", "O", "O", "O", "O", "O", "O", "C", "C", "C", "C", "H", "H", "H", "H", "H", "H", "H"],
  "positions_angstrom": [[1.6490, 3.7296, -1.8359], [1.8646, -2.5454, -0.7049], [0.4632, 3.1395, 0.0266], [-0.4651, 2.7754, -1.9756], [-1.7886, -2.0050, -0.6290], [0.5727, -2.0515, 1.0727], [-1.7203, 2.7073, -0.1593], [2.7629, -1.9206, 1.2150], [1.7241, -2.2469, 0.4656], [-0.5219, 2.9319, -0.7294], [-0.8916, -0.9216, -0.5504], [-0.1555, -0.8117, 0.7687], [-1.5922, 2.2622, 0.7297], [2.4832, -1.5620, 2.0684], [-2.4989, -1.8857, 0.0085], [-0.1782, -0.9178, -1.4184], [-1.4281, 0.0308, -0.6994], [0.5773, 0.0053, 0.7413], [-0.8564, -0.7138, 1.6058]],
  "lowdin_charge": [0.79, 0.13, -0.09, -0.06, -0.03, 0.00, 0.06, 0.16, -0.65, -0.85, -0.24, -0.10, 0.14, 0.13, 0.09, 0.14, 0.11, 0.14, 0.13],
  "spin_multiplicity": 1,
  "homo_ev": -9.45,
  "energy_ev": -23011.515,
  "charge": 0,
  "de_lowest_kcal_mol": 0.0,
  "e_lumo_ev": -1.0
}

---

2.
{
  "formula": "C4H7O2",
  "method": "the ωB97M-V functional and the def2-TZVPD basis",
  "symbols": ["O", "O", "C", "C", "C", "C", "H", "H", "H", "H", "H", "H", "H"],
  "positions_angstrom": [[1.9500, -0.2171, -1.1044], [2.0189, 1.8351, -0.7517], [0.5329, 0.6282, 0.7043], [-1.3211, -0.5723, -0.5798], [-0.3563, -0.6242, 0.5853], [1.5130, 0.7017, -0.4214], [-0.8875, -0.7560, 1.5269], [0.3029, -1.4749, 0.5024], [-1.9984, -1.4303, -0.5664], [-1.9251, 0.3437, -0.5748], [-0.0687, 1.5324, 0.5796], [-0.8188, -0.6053, -1.5494], [1.0580, 0.6389, 1.6495]],
  "mulliken_spin": [0.31, 0.74, -0.01, 0.00, 0.00, -0.06, 0.00, 0.00, 0.00, 0.00, 0.01, 0.00, 0.00],
  "spin_multiplicity": 2,
  "homo_ev": [-11.66, -10.75],
  "energy_ev": -8354.760,
  "charge": 0,
  "de_lowest_kcal_mol": 5.6,
  "e_lumo_ev": [0.9, -2.7]
}

---

3.
{
  "formula": "C4H7O2P",
  "method": "the ωB97M-V functional and the def2-TZVPD basis",
  "symbols": ["P", "O", "O", "C", "C", "C", "C", "H", "H", "H", "H", "H", "H", "H"],
  "positions_angstrom": [[-0.9968, -0.2608, -0.9599], [-0.9823, 0.9414, 0.1692], [-0.0053, 0.2442, -2.0417], [-0.6190, -1.7424, -0.2056], [1.2384, 0.6576, 1.2344], [-0.1483, 1.1073, 1.3216], [2.3467, 0.4962, 0.7677], [-1.5429, -2.1709, 0.3896], [-2.0937, 0.3601, -1.5086], [0.0423, 2.1922, 1.5361], [-0.4370, -2.5016, -1.0042], [-0.7313, 0.6120, 2.0389], [3.3898, 0.4201, 0.7420], [0.5393, -0.3553, -2.4796]],
  "lowdin_charge": [0.60, -0.30, -0.15, -0.26, -0.12, -0.24, 0.12, 0.03, 0.04, 0.14, -0.02, 0.10, 0.02, 0.05],
  "spin_multiplicity": 1,
  "homo_ev": -8.28,
  "energy_ev": -17641.487,
  "charge": 0,
  "de_lowest_kcal_mol": 94.1,
  "smiles": "C#CCO[P@H](=C)O",
  "e_lumo_ev": 0.7
}

---

4.
{
  "formula": "C4H7O2Si",
  "method": "the ωB97M-V functional and the def2-TZVPD basis",
  "symbols": ["Si", "O", "O", "C", "C", "C", "C", "H", "H", "H", "H", "H", "H", "H"],
  "positions_angstrom": [[-1.3294, -0.5707, 0.7601], [1.5176, -3.2445, 0.6944], [1.4787, -2.7459, -1.5813], [1.4203, -2.8041, -0.3980], [1.3149, 0.5083, 0.1381], [0.8386, 0.3609, -1.2866], [0.2695, -0.5723, -0.1903], [2.2902, 0.1552, 0.3624], [-2.4485, 0.4379, 1.1077], [0.2085, 1.0288, -1.8094], [-1.0306, -1.1369, 2.0088], [-2.1430, -1.5589, 0.1310], [1.4353, -0.1115, -1.9914], [1.0076, 1.3552, 0.6116]],
  "lowdin_charge": [0.48, 0.09, 0.08, -0.49, -0.26, -0.24, -0.44, 0.06, -0.13, 0.05, -0.13, -0.14, 0.04, 0.03],
  "spin_multiplicity": 1,
  "homo_ev": -2.54,
  "energy_ev": -16232.342,
  "charge": -1,
  "de_lowest_kcal_mol": 53.2,
  "e_lumo_ev": 3.9
}

---

5.
{
  "formula": "C4H7O3",
  "method": "the ωB97M-V functional and the def2-TZVPD basis",
  "symbols": ["O", "O", "O", "C", "C", "C", "C", "H", "H", "H", "H", "H", "H", "H"],
  "positions_angstrom": [[-2.5099, -0.5415, -0.8161], [2.3625, -1.0732, -0.4349], [2.7344, 1.0640, 0.2349], [-1.9568, 0.1109, 0.0756], [-0.3988, -0.6820, 0.6646], [-0.6887, 0.7471, -0.1253], [2.4002, 0.1706, -0.5547], [0.2008, -1.1537, -0.1038], [2.0677, 0.5000, -1.5845], [-0.3676, 0.7389, -1.1445], [-0.4357, 1.6293, 0.4340], [0.2139, -0.4294, 1.5247], [-0.9992, -1.5063, 0.9551], [-2.6228, 0.4252, 0.8748]],
  "lowdin_charge": [-0.07, -0.15, -0.12, -0.50, -0.05, -0.06, -0.73, 0.07, 0.09, 0.10, 0.11, 0.10, 0.09, 0.12],
  "spin_multiplicity": 1,
  "homo_ev": -4.22,
  "energy_ev": -10402.993,
  "charge": -1,
  "de_lowest_kcal_mol": 66.4,
  "e_lumo_ev": 3.8
}

---

6.
{
  "formula": "C4H7O3P",
  "method": "the ωB97M-V functional and the def2-TZVPD basis",
  "symbols": ["P", "O", "O", "O", "C", "C", "C", "C", "H", "H", "H", "H", "H", "H", "H"],
  "positions_angstrom": [[-1.3561, 2.8668, -0.8654], [-0.3822, 3.2082, 0.2200], [-2.8521, 2.9712, -0.5970], [-0.8638, 3.0180, -2.2691], [-0.9925, -0.6275, -0.4310], [0.1809, -0.8708, 0.0724], [0.5148, -2.1894, 0.8268], [1.2662, 0.0305, 0.0359], [1.2224, -2.7373, 0.1930], [1.0570, 0.7646, -0.7633], [2.0722, -0.7205, 0.0500], [-0.4072, -2.8157, 1.0733], [1.0026, -1.9828, 1.7864], [-1.6687, -1.5767, -0.2352], [1.2068, 0.6614, 0.9032]],
  "lowdin_charge": [0.23, -0.44, -0.47, -0.45, -0.10, -0.68, -0.16, -0.18, 0.03, 0.07, 0.06, 0.06, 0.03, -0.05, 0.06],
  "spin_multiplicity": 1,
  "homo_ev": 1.11,
  "energy_ev": -19690.838,
  "charge": -2,
  "de_lowest_kcal_mol": 57.2,
  "e_lumo_ev": 6.5
}

---

Question: Look up the charge of the fifth one.
Answer: -1